[1]
A structure of composition C54H52O9P2Pd at a distorted geometry. Source: the Open Molecules 2025 dataset; level of theory: ωB97M-V/def2-TZVPD.

Computed properties:
E_HOMO: -5.34 eV
Gap between HOMO and LUMO: 2.8002 eV
LUMO: -0.093 Ha

Structure (ORCA input):
```
! RIJCOSX wB97M-V def2-TZVPD def2/J DEFGRID3
* xyz 0 1
C 2.57266 0.00087 5.66740
C 1.59206 1.14036 5.60365
O 0.26230 0.60669 5.53922
C -0.64901 1.61887 5.49095
C -2.03278 1.10335 5.48511
C -3.09756 2.06952 5.66274
O -2.91736 3.26293 5.86223
C -4.54873 1.53391 5.60317
C -4.70160 0.08778 6.04178
C -3.70001 -0.81267 5.32117
C -2.24433 -0.34922 5.55847
O -0.29642 2.78371 5.44598
H 3.58268 0.41283 5.71870
H 2.41029 -0.61278 6.55943
H 2.51622 -0.63755 4.77982
H 1.67816 1.77623 6.49681
H 1.77646 1.76122 4.71381
H -5.18778 2.17882 6.21667
H -4.89073 1.63726 4.56100
H -4.55579 0.01377 7.12646
H -5.72184 -0.25049 5.83042
H -3.79875 -1.85035 5.66624
H -3.89951 -0.80141 4.23860
H -1.58255 -0.84729 4.82905
H -1.93073 -0.70919 6.56095
C 3.31242 -0.95464 -4.91009
C 3.50599 -2.16433 -4.23651
C 2.43174 -2.82465 -3.63260
C 1.19694 -2.18537 -3.62292
O 0.16551 -2.61941 -2.76085
P 0.08822 -2.44503 -1.15078
O -1.16119 -3.41485 -0.74759
C -2.07599 -4.09860 -1.55303
C -2.22125 -5.46773 -1.34365
C -2.97755 -6.20180 -2.26335
C -3.61189 -5.55566 -3.32871
C -3.54924 -4.16339 -3.43567
C -2.79773 -3.41441 -2.52493
O 1.37897 -3.33942 -0.69913
C 1.42322 -4.36077 0.25145
C 2.26531 -5.44083 -0.00663
C 2.25182 -6.52401 0.87866
C 1.41173 -6.51060 1.99517
C 0.61314 -5.39513 2.25359
C 0.63309 -4.29683 1.39036
Pd -0.01060 -0.30647 -0.31270
P -0.14089 1.43623 -1.83071
O 1.07553 1.76484 -2.88044
C 1.18915 2.74222 -3.90427
C 2.36802 3.47543 -3.95509
C 2.44827 4.55595 -4.83769
C 1.36293 4.86928 -5.65928
C 0.21742 4.07412 -5.63831
C 0.16038 2.94731 -4.81478
O -1.46908 1.36389 -2.77822
C -2.62630 2.14491 -2.62271
C -3.10497 2.78488 -3.76287
C -4.03018 3.81884 -3.59377
C -4.50633 4.12762 -2.32139
C -4.10025 3.38162 -1.21155
C -3.17299 2.34554 -1.36193
O -0.34128 2.87903 -1.08964
C 0.58689 3.91643 -0.96327
C 0.14324 5.17533 -1.35267
C 1.08030 6.20644 -1.43227
C 2.40849 5.97054 -1.07319
C 2.80047 4.72108 -0.58567
C 1.87745 3.67288 -0.51407
C 1.18998 0.24594 1.45404
C 2.43078 -0.53941 1.52621
C 3.50855 -0.20801 0.68451
C 4.70667 -0.91437 0.76509
C 4.81762 -2.00854 1.62987
C 3.71407 -2.41332 2.38533
C 2.53970 -1.66262 2.36838
C -0.07276 -0.22582 1.88967
C -1.20883 0.48786 1.46474
C 0.94809 -1.06001 -4.40245
C 2.02884 -0.42456 -5.01368
H 4.15400 -0.42931 -5.36788
H 4.50070 -2.60668 -4.18791
H 2.54961 -3.80895 -3.18563
H -1.72390 -5.92905 -0.49248
H -3.06148 -7.28119 -2.14061
H -4.17336 -6.13726 -4.06105
H -4.08114 -3.64057 -4.22980
H -2.77221 -2.32521 -2.55502
H 2.89290 -5.42080 -0.89988
H 2.90150 -7.38183 0.68383
H 1.38717 -7.36557 2.67034
H -0.03919 -5.35377 3.12785
H 0.04589 -3.40005 1.60048
H 3.18324 3.20730 -3.28051
H 3.36289 5.15026 -4.86323
H 1.42536 5.72809 -6.33143
H -0.64483 4.30503 -6.26168
H -0.67219 2.24753 -4.85419
H -2.71368 2.50044 -4.73674
H -4.35909 4.36841 -4.47652
H -5.21514 4.94445 -2.19777
H -4.48448 3.59858 -0.21461
H -2.86975 1.71866 -0.52071
H -0.90249 5.29023 -1.62693
H 0.75702 7.18382 -1.78888
H 3.14150 6.77267 -1.15512
H 3.83007 4.53965 -0.27256
H 2.15395 2.68375 -0.14258
H 1.28398 1.32309 1.29484
H 3.36737 0.58959 -0.04790
H 5.55048 -0.61143 0.14634
H 5.75815 -2.55188 1.70902
H 3.75941 -3.31258 3.00348
H 1.68204 -1.96087 2.97593
H -0.15362 -1.12597 2.48556
H -1.13782 1.57261 1.37392
H -2.19746 0.03593 1.52203
H -0.07174 -0.69203 -4.50411
H 1.84930 0.49012 -5.58575
*
```

Results of the Löwdin charge analysis, in e, for atoms 1 through 99: -0.071 -0.252 -0.047 -0.482 -0.100 -0.411 0.020 -0.133 -0.221 -0.206 -0.208 0.059 0.078 0.081 0.043 0.129 0.119 0.109 0.113 0.115 0.101 0.100 0.102 0.093 0.121 -0.084 -0.072 -0.015 -0.279 -0.209 0.788 -0.204 -0.288 -0.003 -0.074 -0.092 -0.073 -0.024 -0.197 -0.300 -0.007 -0.077 -0.093 -0.068 -0.051 0.450 0.802 -0.223 -0.280 -0.017 -0.069 -0.088 -0.065 -0.027 -0.224 -0.293 -0.018 -0.072 -0.089 -0.058 -0.026 -0.216 -0.292 0.005 -0.065 -0.089 -0.074 -0.030 -0.131 -0.218 -0.025 -0.064 -0.062 -0.060 -0.048 -0.243 -0.007 -0.021 -0.081 0.106 0.106 0.113 0.120 0.106 0.103 0.106 0.118 0.118 0.108 0.103 0.112 0.102 0.124 0.110 0.105 0.108 0.093 0.108 0.108

---

[2]
A cluster of 2 separate species, C10H19BrOSi in total at a distorted geometry. Source: the Open Molecules 2025 dataset; level of theory: ωB97M-V/def2-TZVPD.

Computed properties:
E_HOMO (spin up / spin down): -7.53 / -7.53 eV
Gap between HOMO and LUMO (spin up / spin down): 4.3617 / 4.3625 eV
LUMO (spin up / spin down): -0.116 / -0.116 Ha

Structure (ORCA input):
```
! RIJCOSX wB97M-V def2-TZVPD def2/J DEFGRID3
* xyz 0 1
C -0.09410 -1.74249 1.12887
C 1.12363 -1.65039 1.03500
C -2.34720 0.64268 0.82606
C -3.67069 -1.43363 0.22926
C -1.48581 -0.91936 -0.96753
C 3.78332 2.12123 1.68252
C 2.86248 3.39235 -0.75884
C -1.51348 -1.62101 1.36758
C 2.28354 -1.82288 0.50472
C -2.28989 -0.76665 0.35701
O 1.59064 1.06406 -0.00616
Si 3.01039 1.62774 -0.04414
Br 2.57239 -3.42577 -0.42866
H -1.39731 0.93485 1.21890
H -3.15524 0.79255 1.57138
H -2.52663 1.30971 0.05109
H -4.19336 -0.93277 -0.57632
H -3.29360 -2.47513 0.03827
H -4.13141 -1.45373 1.20429
H -1.85286 -0.39403 -1.79495
H -0.49794 -0.43163 -0.85587
H -1.26355 -1.99280 -1.22479
H 4.30397 2.99811 2.00088
H 2.70765 2.04770 2.20888
H 4.37652 1.29608 2.05642
H 1.79252 3.65950 -0.98186
H 3.39171 4.10637 -0.25377
H 3.37129 3.24965 -1.66574
H -1.66666 -1.36702 2.42944
H -1.97688 -2.71140 1.36278
H 3.18844 -1.21275 0.52528
H 3.93787 0.66515 -0.64213
*
```

Want to see where the charge sits? The Löwdin charges in e are: 0.095 -0.125 -0.038 -0.038 -0.034 -0.224 -0.193 -0.146 -0.450 -0.603 -0.387 0.189 0.840 0.086 0.106 0.069 0.093 0.088 0.082 0.069 0.079 0.112 -0.013 0.058 -0.028 0.045 -0.029 -0.024 0.149 0.161 0.045 -0.033